# 1
2 unconnected molecules or ions with the total composition C16H17N. Source: the Open Molecules 2025 dataset; level of theory: ωB97M-V with the def2-TZVPD basis set.

Properties
**Energy relative to the best compared isomer or geometry (same formula, charge and spin)**: 61.4 kcal per mole
**Structure (SMILES)**: Cc1c[nH]c2ccccc12.Cc1ccccc1
**Strongest force on any atom**: 0.0893 hartree/bohr
**Lowest unoccupied orbital energy**: 0.90 eV
**Spin multiplicity**: 1
**E_HOMO**: -0.28662 Eh
**HOMO-LUMO gap**: 0.3197 hartree

Positions of all 34 atoms, in Å:
C (-2.79419, -0.98745, -0.93332)
C (-1.36653, 1.16494, -0.40078)
C (-1.70237, -0.03294, -1.19015)
C (-0.42202, 1.95303, -1.21881)
C (-0.81581, -0.01942, -2.26836)
C (-1.77864, 1.67481, 0.76896)
C (0.30441, 2.90327, -0.61193)
C (-1.19445, 2.83130, 1.24824)
C (-0.03548, 3.33940, 0.67427)
N (-0.08687, 1.24915, -2.38610)
H (-2.45368, 1.16992, 1.51993)
H (-2.68175, -2.02016, -1.31900)
H (-3.75987, -0.52153, -1.23939)
H (-0.60211, -0.78608, -3.02972)
H (0.16369, 1.68607, -3.29344)
H (1.24101, 3.20006, -1.00376)
H (-1.53350, 3.27705, 2.05885)
H (0.52040, 3.97736, 1.25983)
H (-2.88871, -1.23477, 0.18274)
C (0.38046, -1.10584, 2.71167)
C (2.80974, -0.74771, -0.34963)
C (1.98007, -0.37179, 0.82069)
C (2.64525, -2.05716, -0.91522)
C (1.07635, -1.24318, 1.34917)
C (1.64508, -2.86389, -0.44163)
C (0.84482, -2.51097, 0.66447)
H (3.39254, 0.00480, -0.81976)
H (1.87572, 0.67924, 1.08123)
H (3.28010, -2.30405, -1.73230)
H (1.21702, -3.71672, -1.17601)
H (-0.40435, -1.82709, 2.62983)
H (0.04394, -0.13304, 2.93412)
H (0.03648, -3.26372, 0.90664)
H (1.06324, -1.36291, 3.51866)

=====

# 2
A single C4H8N2S2 molecule. Source: the Open Molecules 2025 dataset; level of theory: ωB97M-V with the def2-TZVPD basis set.

Properties
**Energy relative to the best compared isomer or geometry (same formula, charge and spin)**: 45.7 kcal per mole
**Structure (SMILES)**: CC1=NN(C)[C@@H](S)S1
**Strongest force on any atom**: 0.0543 hartree/bohr
**Lowest unoccupied orbital energy**: 0.70 eV
**Spin multiplicity**: 1
**E_HOMO**: -0.29248 Eh
**HOMO-LUMO gap**: 0.3182 hartree

Positions of all 16 atoms, in Å:
C (-0.35223, -1.43612, -0.35105)
C (0.85549, 0.85531, -0.49028)
C (-0.59908, -2.88762, -0.41023)
C (-0.85018, 1.95871, 0.95656)
N (-0.91253, -0.53852, 0.33445)
N (-0.42703, 0.74591, 0.13692)
S (1.09981, -0.81542, -1.28170)
S (2.23436, 1.50671, 0.70472)
H (0.91900, 1.66678, -1.16109)
H (-1.31606, -3.26107, 0.30744)
H (0.37389, -3.36621, -0.22503)
H (-0.88144, -3.18578, -1.38937)
H (-1.44710, 1.81649, 1.85875)
H (0.04936, 2.63541, 1.20575)
H (-1.57075, 2.54493, 0.21982)
H (2.82447, 1.76048, -0.41566)

=====

# 3
A single C6H15NO molecule. Source: the Open Molecules 2025 dataset; level of theory: ωB97M-V with the def2-TZVPD basis set.

Properties
**Energy relative to the best compared isomer or geometry (same formula, charge and spin)**: 37.8 kcal per mole
**Structure (SMILES)**: CCN[C@@H](C)[C@@H](C)O
**Strongest force on any atom**: 0.0340 hartree/bohr
**Lowest unoccupied orbital energy**: 0.96 eV
**Spin multiplicity**: 1
**E_HOMO**: -0.29941 Eh
**HOMO-LUMO gap**: 0.3347 hartree

Positions of all 23 atoms, in Å:
C (-0.46140, -1.84883, 0.34024)
N (-0.28177, -0.62301, 1.06108)
C (-0.16956, 0.74506, 0.59961)
C (0.96100, 0.94937, -0.42746)
C (1.01050, -0.03253, -1.55713)
O (0.77883, 2.26403, -0.94086)
C (0.03830, 1.67438, 1.78640)
C (-1.62613, -1.78540, -0.64882)
H (0.42276, -2.04289, -0.21788)
H (-0.62328, -2.64103, 1.05782)
H (0.18077, -0.79369, 1.93667)
H (-1.11129, 1.04014, 0.11631)
H (1.84005, 0.85395, 0.19770)
H (0.02270, -0.17502, -1.99214)
H (1.34029, -1.03320, -1.24610)
H (1.69936, 0.32999, -2.29867)
H (1.60725, 2.59913, -1.30368)
H (-0.82902, 1.67180, 2.43590)
H (0.12461, 2.67177, 1.33859)
H (0.98502, 1.46795, 2.27262)
H (-2.53466, -2.00502, -0.08692)
H (-1.85540, -0.76560, -0.97725)
H (-1.51891, -2.52133, -1.44601)

=====

# 4
A molecular structure, C52H65FFeINO4P3. Source: the Open Molecules 2025 dataset; level of theory: ωB97M-V with the def2-TZVPD basis set.

Properties
**Strongest force on any atom**: 0.0184 hartree/bohr
**Lowest unoccupied orbital energy (alpha / beta)**: 0.18 / -2.20 eV
**Spin multiplicity**: 6
**E_HOMO (alpha / beta)**: -0.28989 / -0.28937 Eh
**Expectation value of S²**: 8.806
**HOMO-LUMO gap (alpha / beta)**: 0.2965 / 0.2085 hartree

Positions of all 128 atoms, in Å:
Fe (1.37804, 0.18412, 0.37378)
C (-1.66747, 0.14760, 4.45627)
C (-0.18942, 0.50561, 4.32236)
C (0.69015, -0.57343, 4.95751)
P (0.45777, 0.86054, 2.59520)
C (1.95042, 1.84139, 3.23798)
C (3.23573, 1.08753, 2.88251)
C (2.00539, 3.29462, 2.77186)
C (-0.74333, 2.06151, 1.90259)
C (-1.28307, 3.07646, 2.67955)
C (-2.18447, 4.01303, 2.18502)
C (-2.74153, 5.10536, 3.04899)
C (-2.53199, 3.93092, 0.83080)
C (-2.04923, 2.92247, 0.04103)
C (-1.17485, 1.92451, 0.55008)
N (-0.72194, 0.93030, -0.26374)
C (-1.42834, 0.54402, -1.39869)
C (-0.75622, 0.40681, -2.64406)
C (0.59882, 0.99980, -2.90879)
C (-1.41916, -0.14418, -3.72713)
C (-2.73418, -0.58089, -3.65686)
C (-3.42664, -1.17253, -4.85122)
C (-3.40258, -0.39385, -2.45395)
C (-2.80208, 0.17464, -1.34321)
C (-3.68922, 0.35553, -0.13534)
H (-1.98666, 0.30764, 5.48876)
H (-1.83924, -0.90260, 4.21979)
H (-2.30065, 0.76347, 3.81505)
H (-0.02260, 1.44396, 4.85620)
H (0.47029, -1.55037, 4.52437)
H (0.50809, -0.62506, 6.03327)
H (1.75299, -0.37495, 4.80821)
H (1.85003, 1.83286, 4.32460)
H (3.50689, 1.22818, 1.83963)
H (3.15821, 0.01463, 3.07633)
H (4.06637, 1.48670, 3.46972)
H (2.09134, 3.34296, 1.69318)
H (2.89025, 3.77689, 3.19228)
H (1.12350, 3.85902, 3.07796)
H (-0.98558, 3.15208, 3.71993)
H (-2.36907, 5.04090, 4.07056)
H (-3.83215, 5.05569, 3.07801)
H (-2.47181, 6.08572, 2.65053)
H (-3.19137, 4.67773, 0.40200)
H (-2.30636, 2.88006, -1.01007)
H (1.24995, 1.02503, -2.04608)
H (0.47609, 2.03621, -3.23223)
H (1.10403, 0.45943, -3.70774)
H (-0.88323, -0.23318, -4.66700)
H (-2.74527, -1.24764, -5.69761)
H (-4.27423, -0.55006, -5.14530)
H (-3.81134, -2.16976, -4.62777)
H (-4.44068, -0.70232, -2.37073)
H (-4.31300, -0.52796, 0.00359)
H (-4.35302, 1.20939, -0.29502)
H (-3.13912, 0.53418, 0.78052)
I (1.07504, -2.56715, -2.00629)
C (-0.38326, -3.91379, -2.72979)
C (-0.43493, -3.97055, -4.09692)
C (-1.15123, -4.98002, -4.76245)
C (-1.73250, -5.97098, -4.03787)
C (-1.69462, -5.95197, -2.62420)
C (-2.23212, -7.04818, -1.91456)
C (-2.17090, -7.09361, -0.55704)
C (-1.69909, -5.97482, 0.14592)
C (-1.23365, -4.84351, -0.48483)
P (-1.16644, -3.30567, 0.57250)
C (-0.29817, -4.06299, 2.02128)
C (1.06787, -4.29764, 1.84832)
C (1.80385, -4.94232, 2.82922)
C (1.18994, -5.36424, 4.00205)
C (-0.15754, -5.10607, 4.19729)
C (-0.89709, -4.45072, 3.21817)
C (-2.92268, -3.26913, 1.15318)
C (-3.17335, -2.39016, 2.20803)
C (-4.44045, -2.25108, 2.75054)
C (-5.50252, -2.96106, 2.20862)
C (-5.28350, -3.78528, 1.11415)
C (-4.00697, -3.93542, 0.58371)
C (-1.09401, -4.85570, -1.91523)
H (0.11678, -3.24445, -4.67991)
H (-1.17489, -4.98744, -5.84518)
H (-2.20464, -6.80978, -4.53680)
H (-2.67893, -7.86204, -2.47461)
H (-2.53926, -7.95338, -0.01033)
H (-1.76219, -5.98294, 1.22574)
H (1.55880, -3.96424, 0.94055)
H (2.86062, -5.12256, 2.67442)
H (1.75882, -5.88707, 4.76093)
H (-0.64762, -5.42510, 5.11001)
H (-1.94882, -4.26706, 3.39078)
H (-2.34136, -1.81373, 2.59609)
H (-4.60580, -1.57554, 3.58206)
H (-6.49557, -2.85950, 2.62800)
H (-6.11282, -4.32113, 0.66759)
H (-3.87250, -4.57965, -0.27357)
F (2.35193, -1.35543, 0.60671)
C (0.73155, 4.51221, -0.79695)
C (2.08728, 4.88895, -1.38770)
C (2.35728, 6.37237, -1.17662)
C (2.10305, 4.57093, -2.88234)
O (3.13669, 4.21909, -0.66257)
P (3.58071, 2.67397, -0.62350)
O (4.71545, 2.57965, 0.30884)
O (2.35260, 1.81843, -0.33375)
O (3.92484, 2.28255, -2.14290)
C (5.23908, 2.40544, -2.75608)
C (4.97790, 2.29254, -4.25111)
C (5.90298, 3.74382, -2.43188)
C (6.11257, 1.24947, -2.27605)
H (-0.06504, 5.04194, -1.32352)
H (0.69162, 4.77317, 0.26359)
H (0.57821, 3.43765, -0.89282)
H (1.57310, 6.96663, -1.64911)
H (3.32069, 6.64516, -1.61155)
H (2.38449, 6.60053, -0.10979)
H (1.28497, 5.09910, -3.37535)
H (1.99251, 3.50095, -3.04369)
H (3.04482, 4.89166, -3.32945)
H (4.36640, 3.12836, -4.59733)
H (4.44717, 1.36240, -4.46494)
H (5.92146, 2.29416, -4.79903)
H (5.26870, 4.57448, -2.74922)
H (6.86258, 3.81383, -2.94596)
H (6.06633, 3.82648, -1.35768)
H (5.65388, 0.29589, -2.54708)
H (6.20468, 1.29540, -1.19072)
H (7.10392, 1.31520, -2.72748)

=====

# 5
2 unconnected molecules or ions with the total composition C2H5NP2. Source: the Open Molecules 2025 dataset; level of theory: ωB97M-V with the def2-TZVPD basis set.

Properties
**Energy relative to the best compared isomer or geometry (same formula, charge and spin)**: 78.1 kcal per mole
**Structure (SMILES)**: P=C=P.C=N
**Strongest force on any atom**: 0.0632 hartree/bohr
**Lowest unoccupied orbital energy**: -0.44 eV
**Spin multiplicity**: 1
**E_HOMO**: -0.31333 Eh
**HOMO-LUMO gap**: 0.2970 hartree

Positions of all 10 atoms, in Å:
C (-1.71698, -0.33746, -0.60122)
C (1.48161, 0.71954, 0.07331)
N (0.87258, 0.32573, 1.08397)
P (-2.11439, 0.16205, 0.89689)
P (-1.36760, -1.00810, -2.03830)
H (0.89841, -0.63197, 1.31531)
H (1.33550, 1.79328, -0.22344)
H (-0.46563, -2.07018, -1.50190)
H (2.07457, 0.23721, -0.61570)
H (-0.99806, 0.80990, 1.61109)